Entry i
The following is a DFT calculation (wB97M-V/def2-TZVPD) of a molecular structure, C5H10N3S.

Last column: Löwdin charge in e.
CARTESIAN COORDINATES (ANGSTROEM)
S 2.862 -1.213 -0.509  0.692
N -0.722 1.187 0.226  -0.141
N -2.004 0.977 -0.053  0.125
N -0.857 -0.854 -0.395  -0.037
C 1.972 0.188 0.261  -0.340
C -0.002 0.091 0.055  -0.054
C -0.633 -2.255 -0.761  0.004
C -0.394 2.524 0.743  0.046
C -2.131 -0.236 -0.418  -0.050
H 3.619 -1.461 0.682  -0.055
H 0.180 -2.300 -1.386  0.035
H 2.249 1.028 -0.264  0.003
H -1.610 -2.516 -1.227  0.114
H 0.298 2.914 -0.108  0.142
H -3.104 -0.576 -0.646  0.140
H -0.380 -3.033 0.047  0.137
H -1.238 3.151 0.681  0.082
H -0.016 2.425 1.713  0.082
H 1.911 -0.041 1.360  0.075

Properties
Spin multiplicity ... 1
HOMO-LUMO gap ... 10.20 eV
HOMO energy ... -13.528 eV
Net charge ... +1

=====

Entry ii
The following is a DFT calculation (wB97M-V/def2-TZVPD) of a gas-phase ion, C5H10N3S (charge +1).

Last column: Löwdin charge in e.
CARTESIAN COORDINATES (ANGSTROEM)
S 2.878 0.777 -0.512  0.793
N -0.879 0.071 0.105  -0.072
N 0.973 -1.165 -0.347  -0.142
N -0.371 -1.195 0.078  0.091
C 0.016 1.005 0.002  -0.144
C 1.874 -2.352 -0.189  0.009
C -0.120 2.444 0.069  -0.021
C -2.299 0.241 0.320  0.038
C 1.447 0.132 -0.304  -0.732
H 2.182 -2.538 -1.210  0.088
H 0.792 2.879 0.368  0.051
H 2.769 -1.942 0.319  0.076
H -0.911 -1.971 -0.243  0.169
H -2.804 0.977 -0.225  0.091
H -1.003 2.722 0.866  0.155
H -0.420 3.018 -0.965  0.176
H 1.319 -3.232 0.401  0.151
H -2.925 -0.575 0.156  0.089
H -2.520 0.706 1.310  0.135

Properties
Spin multiplicity ... 1
SMILES string ... Cc1c(=S)n(C)[nH][n+]1C
HOMO-LUMO gap ... 8.17 eV
HOMO energy ... -12.528 eV
Net charge ... +1

=====

Least stable structure: entry ii

=====

Entry i
The following is a DFT calculation (wB97M-V/def2-TZVPD) of a single C2H4P4 molecule.

Last column: Löwdin charge in e.
CARTESIAN COORDINATES (ANGSTROEM)
P 0.290 -1.270 1.201  0.558
P 1.430 -0.644 -1.595  0.468
P 1.494 -2.957 0.559  0.138
P 2.652 -2.272 -1.050  0.133
C -0.793 0.621 -0.535  -0.217
C 0.307 -0.423 -0.295  -1.084
H -0.507 1.086 -1.390  0.000
H -1.657 0.060 -0.718  0.053
H -1.082 1.223 0.247  0.041
H 2.529 -3.359 1.605  -0.091

Properties
Spin multiplicity ... 1
HOMO-LUMO gap ... 7.08 eV
HOMO energy ... -8.374 eV

=====

Entry ii
The following is a DFT calculation (wB97M-V/def2-TZVPD) of 2 unconnected molecules or ions with the total composition C2H4P4.

Last column: Löwdin charge in e.
CARTESIAN COORDINATES (ANGSTROEM)
P 1.486 2.166 0.766  0.032
P 2.854 1.088 2.242  0.086
P 3.439 1.338 0.316  0.055
P -0.354 -0.299 1.106  0.688
C -1.872 -1.580 -1.174  -0.226
C -1.055 -0.951 -0.156  -0.654
H 2.223 3.389 1.152  -0.197
H -2.512 -2.228 -0.668  0.041
H -2.634 -0.864 -1.395  0.057
H -1.575 -2.060 -2.188  0.118

Properties
Spin multiplicity ... 1
HOMO-LUMO gap ... 7.51 eV
HOMO energy ... -8.583 eV

=====

Least stable structure: entry ii

=====

Entry i
The following is a DFT calculation (wB97M-V/def2-TZVPD) of a molecular structure, C5H40N2O14.

Last column: Löwdin charge in e.
CARTESIAN COORDINATES (ANGSTROEM)
O 2.172 0.942 -3.350  -0.090
O 2.297 -1.749 -3.485  -0.100
O -2.691 1.727 -1.195  -0.039
O -3.280 0.724 3.237  -0.041
O -4.390 -0.597 0.790  -0.061
O -1.596 1.697 1.316  -0.054
O -1.800 0.240 -3.186  -0.061
O 0.895 -0.339 2.316  -0.085
O 0.219 3.530 3.494  -0.052
O -0.597 -1.765 4.030  -0.077
O 3.496 -2.408 -1.233  -0.089
O 3.567 -0.897 0.967  -0.085
O -2.988 -2.698 1.988  -0.064
O 0.298 -1.300 -3.949  0.032
N 0.360 0.235 -0.314  -0.040
N 1.763 2.437 1.076  0.007
C 0.082 -1.061 -0.943  -0.239
C 1.279 2.462 -0.311  -0.210
C -0.466 -2.047 0.097  -0.054
C 1.308 1.131 -1.035  -0.275
C 0.994 1.224 -2.528  -0.151
H -0.442 -0.731 -3.574  0.049
H -3.882 0.086 1.229  -0.025
H -1.850 0.833 -2.416  0.015
H -3.429 0.979 4.145  0.063
H -0.759 -2.963 -0.412  0.084
H -2.741 -3.549 1.609  0.053
H 0.322 -2.203 0.820  0.066
H -2.300 -2.547 2.663  0.025
H -2.330 0.531 3.095  0.051
H 0.661 2.195 -2.908  0.134
H 0.239 2.781 -0.266  0.108
H -0.549 -0.948 -1.825  0.067
H 3.141 -1.957 -2.050  0.009
H 4.004 -3.132 -1.614  0.057
H 2.890 1.411 -2.892  0.102
H 1.897 3.252 -0.703  0.117
H 1.401 1.667 1.638  0.032
H 0.250 -1.367 3.723  0.016
H 0.254 0.516 -2.877  0.051
H 0.147 0.003 1.815  0.007
H 1.510 -0.606 1.624  0.013
H 0.579 3.510 2.605  -0.011
H -1.322 -1.599 0.600  0.055
H 3.717 -1.442 0.165  -0.010
H 1.371 -1.665 -3.765  -0.203
H -0.505 0.618 0.078  0.064
H -1.171 2.418 1.785  0.056
H -2.479 1.637 1.720  0.045
H -4.397 -1.282 1.461  0.004
H 0.203 -0.935 -4.833  0.120
H 0.898 3.032 3.922  0.022
H -0.552 -1.616 4.980  0.038
H 3.808 -1.443 1.731  0.049
H 2.240 0.600 -0.837  0.139
H -2.123 1.557 -0.411  0.014
H -2.404 -0.477 -3.030  0.071
H 1.013 -1.487 -1.323  0.106
H -3.599 1.531 -1.004  0.053
H 2.625 -0.820 -3.538  0.035
H 2.742 2.130 1.087  0.088

Properties
Spin multiplicity ... 1
HOMO-LUMO gap ... 8.91 eV
HOMO energy ... -8.766 eV

=====

Entry ii
The following is a DFT calculation (wB97M-V/def2-TZVPD) of 14 unconnected molecules or ions with the total composition C5H40N2O14.

Last column: Löwdin charge in e.
CARTESIAN COORDINATES (ANGSTROEM)
O -1.121 -4.398 0.239  -0.062
O 1.649 1.165 -1.244  -0.092
O 3.223 2.579 0.418  -0.072
O 2.615 -1.230 -0.061  -0.101
O -4.137 -2.205 -2.332  -0.059
O 1.439 -3.506 0.777  -0.080
O -0.137 2.678 -2.558  -0.040
O -3.342 0.251 -2.918  -0.115
O 3.845 0.274 1.635  -0.065
O -1.768 4.449 -0.604  -0.048
O -1.566 -2.569 -1.660  -0.098
O 0.949 4.544 0.272  -0.057
O 2.045 -1.079 3.267  -0.060
O 3.724 -0.170 -2.116  -0.097
N -1.822 -0.887 -0.075  0.002
N -0.902 -1.710 2.997  0.013
C -1.255 -0.135 1.045  -0.372
C -0.596 2.198 1.952  -0.045
C -1.832 -0.704 2.382  -0.196
C -0.905 -1.474 -1.088  -0.248
C -1.435 1.329 0.940  -0.227
H -0.752 1.988 -2.868  0.066
H -0.681 -0.732 -1.854  0.111
H -0.606 -2.360 2.251  0.046
H -1.241 -3.946 1.089  0.038
H 1.916 -4.266 0.444  0.056
H 2.270 0.901 -1.982  0.065
H 1.425 5.017 -0.410  0.054
H 0.168 4.008 0.099  -0.014
H 2.518 2.295 -0.206  0.009
H -2.843 -1.061 2.157  0.107
H -4.274 -2.170 -1.368  0.069
H 0.892 1.454 -1.780  0.009
H 3.126 0.044 2.247  0.010
H 3.571 1.153 1.289  0.008
H -1.461 -2.296 3.599  0.066
H -0.160 -0.446 1.018  0.148
H -0.148 -4.237 0.185  0.024
H -0.524 3.238 1.710  0.037
H -3.365 -2.796 -2.411  0.053
H 1.211 -1.260 3.726  0.028
H -2.710 -0.734 -0.531  0.096
H 0.015 -1.907 -0.589  0.112
H -0.666 3.364 -2.159  0.011
H 2.320 -1.957 2.999  0.039
H -1.593 5.376 -0.808  0.066
H -2.522 4.372 -0.002  0.068
H -3.862 0.409 -3.717  0.029
H 2.704 3.125 1.032  0.046
H -1.287 2.191 2.810  0.075
H -2.004 0.047 3.132  0.089
H -1.614 -3.395 -1.152  0.050
H -1.156 1.526 -0.132  0.101
H 4.647 -0.409 -2.265  0.055
H -3.595 -0.703 -2.702  -0.014
H 3.317 -0.768 -1.409  0.007
H 0.293 1.610 2.025  0.069
H -2.507 1.659 0.885  0.126
H 1.908 -0.594 -0.289  0.038
H 1.965 -2.677 0.603  0.019
H 3.296 -0.680 0.444  0.045

Properties
Spin multiplicity ... 1
HOMO-LUMO gap ... 8.71 eV
HOMO energy ... -8.642 eV

=====

Least stable structure: entry i

=====

Entry i
The following is a DFT calculation (wB97M-V/def2-TZVPD) of a single CH2N4S molecule.

Last column: Löwdin charge in e.
CARTESIAN COORDINATES (ANGSTROEM)
S -1.276 -0.435 1.480  0.613
N 1.082 1.090 -1.037  0.021
N 0.040 1.282 -0.315  0.014
N 0.373 -0.919 -0.692  -0.044
N 1.343 -0.225 -1.223  -0.134
C -0.351 0.077 0.229  -0.880
H 1.650 -0.458 -2.212  0.185
H 1.003 -1.647 0.027  0.225

Properties
Spin multiplicity ... 1
SMILES string ... S=c1nn[nH][nH]1
HOMO-LUMO gap ... 8.17 eV
HOMO energy ... -9.092 eV

=====

Entry ii
The following is a DFT calculation (wB97M-V/def2-TZVPD) of a single CH2N4S molecule.

Last column: Löwdin charge in e.
CARTESIAN COORDINATES (ANGSTROEM)
S 2.052 -0.012 -0.003  0.799
N 0.346 -0.021 0.017  -0.528
N -1.780 0.466 -0.007  0.020
N -0.340 -1.217 -0.011  -0.014
N -1.566 -0.886 0.007  -0.067
C -0.564 0.991 0.004  -0.209
H 2.226 -1.364 0.011  -0.110
H -0.374 2.042 -0.017  0.110

Properties
Spin multiplicity ... 1
SMILES string ... Sn1cnnn1
HOMO-LUMO gap ... 10.26 eV
HOMO energy ... -9.886 eV

=====

Entry iii
The following is a DFT calculation (wB97M-V/def2-TZVPD) of a single CH2N4S molecule.

Last column: Löwdin charge in e.
CARTESIAN COORDINATES (ANGSTROEM)
S -1.028 -1.270 -1.222  0.918
N -0.056 -2.141 1.279  -0.086
N 0.387 -2.800 0.335  -0.117
N -0.241 -2.647 -0.781  -0.376
N -0.473 -0.975 1.213  -0.048
C -0.246 -0.178 0.056  -0.471
H -0.873 0.810 -0.070  0.108
H 0.787 -0.086 -0.304  0.072

Properties
Spin multiplicity ... 1
SMILES string ... C1N=NN=NS1
HOMO-LUMO gap ... 8.41 eV
HOMO energy ... -9.510 eV

=====

Least stable structure: entry iii